*i*
12
Properties=species:S:1:pos:R:3 method="wB97M-V/def2-TZVPD" e_homo_ev=-9.1 charge=0 orbital_gap_ha=0.2717 smiles="CONC(=O)C=S"
C 0.140 0.046 2.280
O 1.004 -0.398 1.149
N 0.473 -1.453 0.340
C 0.107 -0.874 -0.900
O 0.394 -1.522 -1.936
C -0.230 0.627 -1.232
S -0.949 1.720 -0.145
H -0.399 -0.873 2.875
H -0.592 0.909 1.718
H 0.669 0.703 2.922
H 0.994 -2.288 0.190
H -0.082 0.763 -2.360

*ii*
12
Properties=species:S:1:pos:R:3 method="wB97M-V/def2-TZVPD" e_homo_ev="-8.1 / -7.2" charge=0 orbital_gap_ha="0.3031 / 0.2501"
C -1.906 0.146 -0.015
C 0.850 -0.435 -0.578
C 0.042 -1.065 0.520
N 0.447 0.902 -0.907
O -2.838 0.778 -0.278
O -1.453 -0.902 0.534
S 0.677 1.933 0.419
H 1.799 -0.386 -0.054
H 0.956 -1.218 -1.321
H 0.087 -2.203 0.531
H 0.377 -0.637 1.476
H 0.961 3.086 -0.328

*iii*
12
Properties=species:S:1:pos:R:3 method="wB97M-V/def2-TZVPD" e_homo_ev=-9.8 charge=0 orbital_gap_ha=0.3723
C 0.352 0.705 -1.073
C -1.047 0.304 -0.591
C 0.618 0.434 0.921
N -0.785 -0.146 0.758
O 0.361 -1.913 2.286
O 1.014 -1.952 -0.061
S 0.441 -1.269 1.025
H 1.042 -0.009 -1.719
H 0.526 1.756 -1.157
H -1.558 1.206 -0.571
H -1.686 -0.408 -1.204
H 0.722 1.292 1.386

*iv*
12
Properties=species:S:1:pos:R:3 method="wB97M-V/def2-TZVPD" e_homo_ev=-9.0 charge=0 orbital_gap_ha=0.3353 smiles="C=NSCC(=O)O"
C 0.197 0.262 -2.639
N -0.198 -0.074 -1.406
S -0.618 1.213 -0.364
C -0.610 0.453 1.239
C 0.533 -0.410 1.954
O 0.651 -0.394 3.179
O 1.082 -1.210 1.078
H 0.562 -0.547 -3.231
H 0.207 1.210 -3.218
H -0.948 1.186 1.958
H -1.371 -0.404 1.236
H 0.513 -1.287 0.214

Quick one: most stable of them? *iv*

*i*
12
Properties=species:S:1:pos:R:3 method="wB97M-V/def2-TZVPD" e_homo_ev=-9.4 charge=0 orbital_gap_ha=0.3438 smiles="C[C@@H]1S[C@H]1[N+](=O)[O-]"
C -0.588 -0.396 0.414
C 0.613 -0.096 -0.420
S 2.425 -0.220 0.000
C 1.249 1.261 -0.055
N 1.819 2.224 -1.064
O 1.754 3.342 -0.705
O 2.414 1.739 -1.955
H -1.420 -0.839 -0.122
H -0.849 0.509 0.875
H -0.395 -1.153 1.145
H 0.628 -0.244 -1.452
H 1.057 1.757 0.881

*ii*
12
Properties=species:S:1:pos:R:3 method="wB97M-V/def2-TZVPD" e_homo_ev=-8.8 charge=0 orbital_gap_ha=0.3505 smiles="O[C@@H]1CN(O)C1=S"
O 1.843 1.005 -0.008
C 0.977 0.001 0.408
C 0.380 -0.894 -0.730
N -0.880 -0.342 -0.302
O -2.164 -0.536 -0.774
C -0.481 0.451 0.686
S -1.193 1.621 1.538
H 1.753 1.722 0.627
H 1.362 -0.653 1.204
H 0.673 -0.617 -1.764
H 0.436 -1.990 -0.556
H -2.705 0.233 -0.328

Quick one: most stable of them? *ii*

*i*
18
Properties=species:S:1:pos:R:3 method="wB97M-V/def2-TZVPD" e_homo_ev=-2.5 charge=-1 orbital_gap_ha=0.2267 smiles="C[C@H](CC=O)NC[O-]"
C 1.118 0.641 0.951
C 0.418 0.305 -0.353
C -1.098 0.600 -0.271
C -1.105 2.133 -0.024
O -2.139 2.603 0.412
N 0.789 -1.087 -0.782
C 0.061 -2.189 -0.140
O -1.182 -2.354 -0.484
H 0.587 1.141 1.747
H 1.400 -0.277 1.467
H 2.124 1.042 0.802
H 0.969 0.764 -1.184
H -1.729 -0.099 0.328
H -1.523 0.470 -1.304
H -0.147 2.646 -0.121
H 0.547 -1.142 -1.764
H 0.268 -2.012 1.004
H 0.641 -3.186 -0.282

*ii*
18
Properties=species:S:1:pos:R:3 method="wB97M-V/def2-TZVPD" e_homo_ev=-3.9 charge=-1 orbital_gap_ha=0.2754 smiles="CC(C)CNC(=O)[O-]"
C 1.031 -1.102 0.691
C -0.106 -0.061 0.795
C -1.180 -0.585 1.722
C -0.664 0.249 -0.603
N -0.074 1.434 -1.222
C 0.771 1.241 -2.386
O 0.563 0.214 -3.063
O 1.538 2.205 -2.613
H 1.955 -0.707 0.260
H 0.695 -1.958 0.107
H 1.333 -1.441 1.689
H 0.364 0.843 1.143
H -0.827 -0.847 2.726
H -1.618 -1.490 1.299
H -1.975 0.137 1.895
H -1.756 0.384 -0.550
H -0.479 -0.545 -1.319
H 0.427 2.029 -0.574

Quick one: most stable of them? *ii*

*i*
9
Properties=species:S:1:pos:R:3 method="wB97M-V/def2-TZVPD" e_homo_ev=-9.4 charge=0 orbital_gap_ha=0.3355
C 0.163 0.079 -0.374
C 0.969 1.122 -0.926
H -1.089 -2.033 1.376
H 0.281 1.237 1.278
H 0.158 -1.198 -1.997
N -0.567 0.410 0.801
N -0.050 -1.077 -0.926
N 1.551 2.163 -1.212
S -1.416 -0.703 1.981

*ii*
9
Properties=species:S:1:pos:R:3 method="wB97M-V/def2-TZVPD" e_homo_ev=-9.0 charge=0 orbital_gap_ha=0.3614 smiles=Sc1nc[nH]n1
S -2.551 -0.226 -0.066
C -0.831 -0.227 -0.018
N -0.118 0.981 -0.051
C 1.119 0.584 -0.011
N 1.200 -0.747 -0.040
N -0.065 -1.308 0.055
H -2.741 1.005 0.387
H 1.941 1.282 -0.038
H 2.046 -1.344 -0.217

Quick one: most stable of them? *ii*